(1)
A single C16H20N4OS molecule, computed with the ωB97M-V functional and the def2-TZVPD basis.

Geometry (Å):
C (5.685419, 1.332062, 0.649757)
C (5.057541, -0.010160, 0.501457)
C (5.824938, -1.197493, 0.480572)
C (5.075039, -2.320130, 0.329531)
S (3.405913, -1.973185, 0.204225)
C (3.706550, -0.261210, 0.357144)
C (2.605146, 0.693120, 0.322470)
O (2.764834, 1.881479, 0.525045)
C (1.244230, 0.121785, -0.033655)
C (1.138169, 0.016702, -1.561278)
C (-0.255849, -0.478604, -1.926217)
C (-1.312464, 0.436304, -1.318084)
N (-1.165542, 0.468757, 0.125374)
C (-2.264087, 1.171674, 0.764224)
C (-3.546504, 0.408697, 0.616240)
C (-3.615442, -0.960700, 0.865896)
N (-4.729018, -1.655669, 0.752398)
C (-5.823222, -0.980253, 0.384394)
N (-6.981049, -1.670958, 0.316605)
N (-5.870933, 0.324113, 0.102060)
C (-4.741246, 0.997033, 0.219571)
C (0.124089, 1.020188, 0.491048)
H (6.300168, 1.354261, 1.548694)
H (6.334223, 1.529999, -0.203428)
H (4.929305, 2.106945, 0.711192)
H (6.896125, -1.205287, 0.579134)
H (5.406796, -3.339023, 0.286683)
H (1.125432, -0.876817, 0.396008)
H (1.898216, -0.664562, -1.948714)
H (1.308147, 1.003875, -1.998469)
H (-0.396534, -1.487632, -1.536021)
H (-0.374969, -0.506343, -3.010563)
H (-2.310367, 0.058108, -1.554014)
H (-1.218802, 1.449926, -1.752227)
H (-2.393837, 2.194342, 0.363178)
H (-2.026210, 1.259530, 1.830187)
H (-2.732490, -1.514361, 1.156274)
H (-7.782250, -1.220646, -0.085969)
H (-6.943847, -2.670996, 0.389514)
H (-4.799944, 2.053203, -0.017375)
H (0.186554, 1.071331, 1.581504)
H (0.267779, 2.040615, 0.095639)

Force components x, y, z for each atom (eV/Å):
C -0.1 0.2 0.0
C -0.5 0.0 -0.1
C -0.1 -0.2 0.0
C -0.4 0.1 0.0
S 0.4 0.3 0.1
C 0.7 -0.6 0.1
C -0.4 0.0 0.0
O -0.1 0.0 0.0
C -0.1 0.6 -0.1
C -0.1 -0.3 0.0
C 0.0 0.3 -0.1
C 0.0 -0.3 -0.2
N 0.0 0.1 0.0
C 0.0 0.0 0.1
C -0.2 0.1 0.0
C 0.0 0.4 -0.1
N -0.2 -0.4 0.0
C 0.4 0.3 0.1
N -0.3 -0.2 0.0
N -0.5 -0.1 -0.1
C 0.4 -0.2 0.1
C 0.2 -0.1 0.1
H 0.1 0.0 0.0
H 0.1 0.0 0.0
H 0.1 0.0 0.0
H 0.2 0.0 0.0
H 0.1 -0.2 0.0
H 0.0 0.0 0.0
H 0.0 0.1 0.0
H 0.1 0.0 0.0
H 0.0 -0.1 0.0
H 0.0 -0.1 0.0
H 0.1 0.1 0.0
H 0.0 0.0 0.0
H 0.0 0.0 0.1
H 0.1 0.1 -0.1
H 0.1 0.0 0.0
H 0.0 0.0 0.0
H 0.0 0.0 0.0
H 0.1 0.1 0.0
H 0.0 0.1 0.0
H 0.0 -0.1 0.1

Computed properties:
- total energy (eV) = -35760.462
- HOMO-LUMO gap (eV) = 8.70
- relative energy (zero: lowest compared OMol25 entry of this formula, charge and spin) (kJ/mol) = 51.4

---

(2)
A molecular structure, C16H20N7O4SW in a non-equilibrium geometry, computed with the ωB97M-V functional and the def2-TZVPD basis.

Geometry (Å):
W (0.454626, 0.755007, 0.164551)
C (-4.221832, -1.024958, 1.016112)
C (-4.016130, -1.076932, -0.503058)
C (-2.827939, -1.936536, -0.848077)
C (-2.993554, -3.252088, -1.257746)
C (-1.897986, -4.059659, -1.523299)
C (-0.620912, -3.559648, -1.355810)
C (-0.416216, -2.249514, -0.931739)
C (1.017485, -1.810409, -0.707025)
C (1.648864, -2.523102, 0.492537)
C (-1.529184, -1.433941, -0.702619)
N (-1.351037, -0.060457, -0.375893)
C (-1.084717, 0.766628, -1.419150)
C (-0.859329, 2.163258, -1.135759)
C (-0.954448, 3.366915, -1.865637)
C (-0.820409, 4.391124, -0.943174)
C (-0.577621, 3.810509, 0.314828)
N (-0.619541, 2.481760, 0.215770)
H (-5.084304, -0.406971, 1.266473)
H (-3.341869, -0.604421, 1.504166)
H (-4.391504, -2.027342, 1.410873)
H (-3.872683, -0.063129, -0.878163)
H (-4.907403, -1.489546, -0.976306)
H (-3.997585, -3.638770, -1.383093)
H (-2.037988, -5.076994, -1.863439)
H (0.237035, -4.191999, -1.557580)
H (1.156592, -0.684846, -0.636091)
H (1.601330, -2.056688, -1.594568)
H (1.021951, -2.448779, 1.372613)
H (2.640056, -2.120035, 0.716130)
H (1.760233, -3.581169, 0.261572)
H (-1.185913, 0.435823, -2.448616)
H (-1.175144, 3.448000, -2.917598)
H (-0.863598, 5.448920, -1.148508)
H (-0.339166, 4.296538, 1.248011)
O (0.908932, 2.032555, 2.687082)
S (0.971704, 0.684623, 3.116202)
O (1.061524, 0.333449, 4.475624)
O (0.603680, -0.342773, 2.166678)
O (3.022626, 0.429893, 2.668908)
N (5.339779, 2.528769, -0.715842)
N (4.333616, 2.017084, 0.033594)
N (4.536174, 1.529416, 1.231083)
C (3.345452, 1.064757, 1.509922)
N (2.448215, 1.255867, 0.525786)
N (3.130219, 1.881139, -0.437664)
H (6.045001, 2.971177, -0.144438)
H (4.974382, 3.106627, -1.460406)
H (3.728537, 0.520866, 3.332780)

Force components x, y, z for each atom (eV/Å):
W -2.2 0.2 0.1
C 0.0 0.0 -0.1
C 0.1 0.0 0.2
C 0.0 0.1 0.0
C 0.0 0.0 0.0
C 0.0 0.0 0.0
C 0.1 0.0 0.0
C -0.2 0.1 0.0
C -0.3 -0.4 0.4
C 0.1 0.1 -0.1
C 0.1 -0.3 -0.2
N -0.2 -0.2 0.4
C -0.4 0.3 -0.2
C -0.3 -0.1 -0.2
C 0.2 -0.1 -0.1
C 0.1 -0.1 0.0
C -0.2 0.3 0.0
N 0.4 0.0 0.0
H 0.0 0.0 0.0
H 0.0 0.0 0.0
H 0.0 0.0 0.0
H 0.0 0.0 -0.1
H 0.0 0.0 -0.1
H 0.0 0.0 0.0
H 0.0 0.0 0.0
H 0.0 0.0 0.0
H 0.7 -1.3 -1.1
H 0.1 0.3 -0.1
H 0.0 0.0 0.1
H 0.0 -0.1 0.0
H 0.0 0.0 0.0
H 0.3 0.0 0.0
H 0.0 0.0 0.0
H 0.0 0.0 0.0
H 0.0 0.0 0.0
O 0.0 0.0 0.4
S -0.8 0.2 1.4
O 0.1 -0.2 -0.1
O 0.0 0.3 -0.4
O 0.5 0.1 -0.5
N 0.5 -0.1 -0.4
N -0.7 0.1 -0.2
N 0.3 0.0 0.3
C -0.4 -0.2 -0.1
N 1.9 0.4 0.5
N 0.6 0.2 0.0
H -0.1 0.1 0.1
H -0.1 0.1 0.0
H -0.1 0.0 0.1

Computed properties:
- total energy (eV) = -48185.499
- multiplicity = 3
- HOMO-LUMO gap (alpha / beta) (eV) = 6.67 / 6.11
- total charge = +1
- relative energy (zero: lowest compared OMol25 entry of this formula, charge and spin) (kJ/mol) = 482.3

---

(3)
A single C16H20O3Si molecule in a non-equilibrium geometry, computed with the ωB97M-V functional and the def2-TZVPD basis.

Geometry (Å):
C (-0.729021, -2.358255, 3.192446)
O (-1.512208, -1.171231, 3.223195)
Si (-1.889070, -0.366730, 1.840946)
C (-3.588367, 0.443733, 1.585624)
O (-0.877024, 0.916742, 1.900400)
C (0.620976, 0.775059, 1.821607)
C (1.102340, 1.712960, 0.735998)
C (0.153317, 2.595762, 0.231893)
C (0.504629, 3.617859, -0.640479)
C (1.775470, 3.713538, -1.126919)
C (2.684763, 2.781219, -0.655292)
C (2.374056, 1.756492, 0.269870)
O (-1.370276, -1.164635, 0.536703)
C (-1.023947, -0.368305, -0.575526)
C (-0.171283, -1.174973, -1.502482)
C (-0.790283, -2.238786, -2.154969)
C (0.067446, -3.069078, -2.900503)
C (1.400351, -2.845543, -3.052126)
C (1.973147, -1.754557, -2.392942)
C (1.215166, -0.888134, -1.672709)
H (0.006650, -2.205928, 2.444669)
H (-0.255849, -2.541599, 4.127935)
H (-1.410861, -3.163335, 2.881019)
H (-3.510321, 1.101202, 0.700836)
H (-4.422862, -0.280876, 1.382762)
H (-3.777272, 1.185736, 2.347081)
H (0.732856, -0.250000, 1.504918)
H (1.039115, 1.074573, 2.781259)
H (-0.900742, 2.523369, 0.508320)
H (-0.250528, 4.322131, -1.007528)
H (2.142109, 4.445495, -1.867026)
H (3.631358, 2.791835, -1.187878)
H (3.111954, 1.068701, 0.641595)
H (-0.470733, 0.475950, -0.201755)
H (-1.941929, -0.162187, -1.140997)
H (-1.807170, -2.553207, -1.904526)
H (-0.370701, -3.901395, -3.301761)
H (1.999631, -3.460397, -3.670083)
H (2.969995, -1.400926, -2.468000)
H (1.565119, 0.017721, -1.235578)

Force components x, y, z for each atom (eV/Å):
C -1.5 0.1 -0.9
O -0.9 -0.2 0.1
Si 0.0 1.5 1.0
C 0.3 -0.8 -0.7
O 2.0 1.0 0.6
C -2.8 0.5 -0.6
C -1.8 0.3 0.9
C -0.5 1.2 -0.4
C -1.4 0.3 -0.3
C 1.4 -0.2 0.0
C 0.8 -0.9 -0.6
C 1.0 1.5 -0.8
O -0.3 -1.5 0.0
C 0.0 -0.6 -1.0
C 0.1 0.0 -0.2
C 2.0 -0.3 0.6
C -1.0 1.3 1.0
C 0.6 1.1 0.7
C 0.0 0.5 -0.6
C -3.1 -0.7 0.4
H 1.0 -0.4 -0.7
H 0.1 -0.1 0.9
H 0.6 -0.2 0.3
H 0.2 -0.6 0.0
H 0.7 0.8 0.5
H -0.4 -0.3 0.7
H 0.9 -0.5 0.4
H 0.0 -0.5 0.0
H 0.6 0.0 0.2
H 0.1 -0.3 0.3
H -0.6 -0.3 0.5
H 0.3 -0.1 0.6
H 0.3 -0.1 -0.1
H -0.5 0.4 -0.7
H 0.1 0.7 0.3
H 0.2 0.3 -0.4
H -0.9 -2.1 -1.3
H 0.5 -0.7 -0.4
H 1.2 -0.6 -0.5
H 0.6 0.3 0.2

Computed properties:
- total energy (eV) = -30938.540
- HOMO-LUMO gap (eV) = 9.94
- relative energy (zero: lowest compared OMol25 entry of this formula, charge and spin) (kJ/mol) = 124.1

---

(4)
3 unconnected molecules or ions with the total composition C16H21Cl4FN3 in a non-equilibrium geometry, computed with the ωB97M-V functional and the def2-TZVPD basis.

Geometry (Å):
C (-1.758212, -2.275556, 0.764414)
C (-1.213884, -2.768995, -0.575232)
C (0.013169, -2.014057, -1.060371)
F (0.719318, -2.708201, -2.030909)
C (1.003916, -1.574370, -0.002736)
C (1.517080, -0.277406, 0.016782)
N (2.369293, 0.103925, 0.945294)
N (2.875014, -0.634792, 1.920843)
C (2.442737, -1.866433, 1.896438)
C (1.511681, -2.407420, 0.989248)
C (1.175417, -3.845272, 1.188683)
C (1.433290, -4.743185, 0.159805)
C (1.153602, -6.086926, 0.402869)
C (0.655828, -6.399250, 1.658740)
C (0.422002, -5.420852, 2.618016)
N (0.690745, -4.136247, 2.392321)
H (-1.926106, -1.198557, 0.755174)
H (-1.156719, -2.561327, 1.620065)
H (-2.740150, -2.721691, 0.901283)
H (-0.964792, -3.825775, -0.516346)
H (-2.000994, -2.676967, -1.317661)
H (-0.354376, -1.112062, -1.544738)
H (1.231822, 0.479033, -0.728363)
H (2.689818, 1.064440, 0.938298)
H (2.853875, -2.518788, 2.652114)
H (1.844804, -4.415085, -0.779836)
H (1.333653, -6.844381, -0.342288)
H (0.423910, -7.426860, 1.899015)
H (0.037839, -5.711043, 3.583735)
Cl (-1.141672, 4.650631, -1.924540)
C (-0.003833, 3.962042, -3.107104)
C (-0.339411, 2.532264, -3.438200)
Cl (-0.062871, 1.434279, -2.041908)
H (1.000332, 4.056639, -2.701732)
H (-0.069253, 4.565279, -4.010596)
H (0.293335, 2.176185, -4.248428)
H (-1.378248, 2.421489, -3.735502)
Cl (-3.300781, 6.152161, 1.277775)
C (-1.780140, 6.851673, 0.664715)
C (-1.615978, 8.297755, 1.056388)
Cl (-2.788560, 9.351012, 0.229457)
H (-1.769291, 6.733519, -0.413106)
H (-0.967839, 6.262292, 1.087724)
H (-0.622526, 8.641582, 0.772601)
H (-1.736846, 8.435294, 2.127801)

Force components x, y, z for each atom (eV/Å):
C -0.4 0.0 -0.3
C 0.3 -0.4 0.4
C -0.5 0.9 -0.1
F 0.0 -0.3 0.0
C 0.5 -0.7 0.6
C -0.6 0.0 -0.6
N 0.2 0.4 0.1
N -0.3 0.0 -0.5
C 0.2 -0.4 0.6
C -0.1 0.1 -0.2
C 0.1 0.4 -0.6
C -0.1 -0.5 0.3
C 0.0 0.7 0.5
C -0.2 -0.6 -0.1
C 0.3 0.0 -0.5
N 0.1 -0.3 0.1
H 0.1 0.1 0.1
H 0.2 0.1 0.1
H -0.1 -0.1 0.1
H 0.0 -0.1 0.0
H 0.1 0.1 -0.3
H 0.1 0.2 -0.1
H 0.4 -0.5 0.6
H 0.1 0.0 0.1
H 0.0 0.0 0.2
H 0.0 0.1 -0.1
H 0.0 -0.1 -0.1
H 0.0 -0.1 0.1
H -0.1 0.2 0.2
Cl 0.0 -0.1 0.0
C 0.0 0.1 0.0
C 0.0 0.1 -0.3
Cl -0.4 0.4 -0.4
H 0.0 0.0 0.0
H 0.0 0.0 0.0
H 0.1 0.0 0.1
H 0.0 0.0 0.1
Cl 0.0 0.0 0.0
C 0.1 0.0 0.1
C 0.1 0.0 0.0
Cl 0.0 0.0 0.0
H -0.1 0.1 0.0
H 0.0 0.0 0.0
H 0.0 0.0 0.0
H -0.1 0.0 0.0

Computed properties:
- total energy (eV) = -74203.425
- HOMO-LUMO gap (eV) = 7.47
- total charge = +1